(1)
Computed, not measured: 8 unconnected molecules or ions with the total composition C48H55OS, with the ωB97M-V functional and the def2-TZVPD basis.

The calculation puts the HOMO energy at -2.30 eV. Its orbital gap is 4.694 eV. The net charge is -1.

XYZ file:
```
105
Properties=species:S:1:pos:R:3:forces:R:3:mulliken_charge:R:1
C 2.5858 -5.4133 0.9584 0.01 -0.08 -0.05 -1.18
C 1.4959 -5.2502 -0.1049 0.31 0.04 0.10 -0.30
S 0.4219 -3.8236 0.1797 -0.35 -0.21 0.11 -0.24
C 1.0634 -2.4774 -0.8536 -0.12 0.41 0.07 -0.15
C 1.8564 -1.4456 -0.0897 0.28 -0.01 0.11 -1.16
C 2.6658 -0.6442 -1.0718 -0.06 0.00 -0.12 0.25
O 3.6473 0.2350 -0.4852 0.07 -0.05 0.04 -0.44
C 3.1762 0.9775 0.6129 -0.08 -0.13 0.24 -0.49
H 3.3431 -4.6313 0.8644 -0.09 -0.04 -0.01 0.27
H 3.0739 -6.3937 0.8689 0.00 0.15 -0.02 0.40
H 2.1586 -5.3363 1.9623 0.00 -0.02 -0.12 0.29
H 1.9437 -5.1608 -1.1008 -0.09 -0.05 0.09 0.19
H 0.8385 -6.1269 -0.1067 0.10 0.10 -0.03 0.38
H 0.1207 -2.0493 -1.2515 0.26 -0.02 -0.24 0.17
H 1.5761 -2.9437 -1.7270 -0.03 -0.07 0.12 0.18
H 2.5468 -1.9380 0.6177 -0.08 -0.08 -0.19 0.09
H 3.2789 -1.2437 -1.7871 -0.06 0.05 0.09 0.30
H 2.0108 -0.0163 -1.7211 -0.01 -0.12 0.06 0.07
H 3.9461 1.7232 0.8398 -0.06 -0.04 0.00 0.31
H 2.9915 0.3455 1.4873 0.02 0.07 -0.07 0.30
H 2.2332 1.4925 0.3835 0.04 -0.01 0.08 0.02
C -1.2969 1.3730 -1.3963 0.00 0.05 0.03 -0.24
C -2.2262 2.3908 -1.2180 -0.02 -0.01 -0.02 -0.74
C -2.3766 2.9868 0.0279 0.01 0.02 -0.01 -0.45
C -1.5909 2.5638 1.0933 0.04 0.03 0.01 -0.87
C -0.6579 1.5508 0.9090 0.00 0.04 0.01 -0.31
C -0.5032 0.9536 -0.3351 -0.08 -0.10 -0.07 0.53
H -1.1852 0.9139 -2.3709 0.01 -0.02 0.01 0.40
H -2.8368 2.7196 -2.0507 -0.01 -0.01 0.00 0.44
H -3.1037 3.7777 0.1681 0.00 0.00 0.00 0.41
H -1.7044 3.0282 2.0661 -0.01 0.00 0.00 0.33
H -0.0386 1.2090 1.7300 0.00 -0.03 0.00 0.37
H 0.2316 0.1482 -0.4208 0.02 0.00 0.09 -0.22
C -4.4892 -3.1510 -0.1323 0.00 0.03 0.03 -0.60
C -5.3651 -2.0772 -0.0404 -0.04 0.03 -0.07 -0.40
C -4.8786 -0.8042 0.2316 -0.01 -0.01 0.02 -0.73
C -3.5182 -0.6061 0.4275 -0.02 0.00 0.04 0.03
C -2.6448 -1.6832 0.3473 0.08 0.01 -0.03 0.01
C -3.1270 -2.9534 0.0582 -0.01 0.01 0.07 -0.25
H -4.8690 -4.1431 -0.3442 0.00 0.00 -0.01 0.38
H -6.4302 -2.2308 -0.1712 0.00 -0.01 -0.03 0.36
H -5.5631 0.0331 0.3082 0.00 0.01 -0.03 0.39
H -3.1320 0.3839 0.6401 -0.04 -0.05 -0.01 0.21
H -1.5820 -1.5275 0.5025 -0.01 -0.03 0.01 0.40
H -2.4247 -3.7747 -0.0098 -0.03 -0.01 -0.02 0.24
C 1.8998 -4.6244 -6.7679 0.00 0.00 0.00 -0.37
C 1.5982 -5.7814 -6.0627 0.00 0.00 0.00 -0.36
C 1.1800 -5.6979 -4.7411 0.00 0.00 -0.01 -0.56
C 1.0616 -4.4596 -4.1252 -0.05 -0.04 0.00 -0.20
C 1.3642 -3.3031 -4.8302 0.00 0.02 0.02 -0.40
C 1.7835 -3.3858 -6.1506 0.01 0.01 -0.01 -0.42
H 2.2286 -4.6879 -7.7979 0.00 0.00 0.00 0.35
H 1.6903 -6.7479 -6.5428 0.00 0.00 0.00 0.35
H 0.9477 -6.5990 -4.1872 -0.01 0.00 0.00 0.37
H 0.7344 -4.3903 -3.0957 -0.02 0.00 0.00 0.45
H 1.2788 -2.3411 -4.3404 0.01 0.00 0.00 0.43
H 2.0243 -2.4831 -6.6980 0.00 0.00 0.00 0.37
C -8.1808 -1.1590 4.3796 0.02 0.03 0.02 -0.46
C -7.8564 -1.7935 5.5712 0.00 0.01 0.00 -0.42
C -6.6541 -2.4779 5.6851 -0.01 -0.05 0.03 -0.46
C -5.7765 -2.5288 4.6104 0.01 -0.01 0.01 -0.63
C -6.0953 -1.8877 3.4214 0.07 0.02 0.02 0.20
C -7.2982 -1.2038 3.3092 0.00 0.01 -0.03 -0.29
H -9.1156 -0.6199 4.2901 0.00 0.00 0.00 0.36
H -8.5347 -1.7445 6.4138 -0.01 -0.02 0.00 0.36
H -6.3939 -2.9606 6.6191 -0.01 -0.02 -0.01 0.37
H -4.8320 -3.0491 4.7046 0.00 -0.01 -0.01 0.37
H -5.4047 -1.9017 2.5875 -0.02 -0.06 0.05 0.19
H -7.5421 -0.6991 2.3824 0.00 0.00 -0.01 0.36
C 2.2203 4.7158 -4.0696 -0.01 0.00 -0.01 -0.39
C 1.2230 4.3475 -3.1759 -0.01 0.03 0.02 -0.59
C 1.4772 3.3928 -2.2002 0.05 0.04 -0.01 -0.08
C 2.7288 2.7938 -2.1232 -0.05 0.00 0.01 -0.15
C 3.7226 3.1599 -3.0202 -0.01 0.00 -0.04 -0.82
C 3.4729 4.1217 -3.9909 0.01 0.00 -0.01 -0.50
H 2.0207 5.4611 -4.8300 0.00 0.00 0.00 0.36
H 0.2427 4.8045 -3.2383 0.00 0.01 0.00 0.40
H 0.6982 3.1035 -1.5061 0.03 0.03 -0.01 0.53
H 2.9309 2.0303 -1.3823 0.05 0.15 -0.27 0.30
H 4.6929 2.6813 -2.9635 0.00 -0.02 -0.01 0.59
H 4.2518 4.4024 -4.6902 0.00 0.01 0.00 0.41
C -3.6789 2.0592 7.7049 0.01 0.00 0.00 -0.30
C -2.8703 2.6501 6.7435 0.00 0.00 0.00 -0.63
C -2.9447 2.2324 5.4216 0.00 0.00 0.00 -0.11
C -3.8299 1.2263 5.0605 0.00 -0.02 -0.01 -0.82
C -4.6399 0.6354 6.0214 0.01 0.04 -0.05 0.26
C -4.5622 1.0508 7.3435 -0.01 0.01 0.00 -0.54
H -3.6176 2.3829 8.7365 0.00 0.00 0.00 0.36
H -2.1787 3.4342 7.0250 0.00 0.00 0.00 0.35
H -2.3088 2.6859 4.6721 0.00 0.00 0.00 0.34
H -3.8854 0.8960 4.0305 0.01 -0.01 0.00 0.60
H -5.3241 -0.1512 5.7338 -0.02 0.01 0.02 0.15
H -5.1906 0.5857 8.0931 -0.01 0.00 0.00 0.37
C 9.6695 5.2375 -2.0654 0.00 0.00 0.00 -0.40
C 8.8816 6.3044 -2.4757 0.00 0.00 0.00 -0.31
C 7.5114 6.1377 -2.6225 0.01 0.00 -0.01 -0.56
C 6.9279 4.9059 -2.3587 -0.01 0.03 0.02 -0.12
C 7.7159 3.8402 -1.9464 -0.01 -0.02 0.00 -0.41
C 9.0864 4.0057 -1.8014 0.00 0.00 0.00 -0.42
H 10.7384 5.3664 -1.9502 0.00 0.00 0.00 0.34
H 9.3360 7.2660 -2.6796 0.00 0.00 0.00 0.36
H 6.8950 6.9678 -2.9437 0.00 0.00 0.01 0.36
H 5.8590 4.7779 -2.4671 0.00 0.01 0.01 0.33
H 7.2591 2.8815 -1.7348 -0.01 0.00 0.00 0.45
H 9.6998 3.1735 -1.4803 0.00 0.00 0.00 0.36
```
Positions in Å, forces in eV/Å.


(2)
Computed, not measured: a molecular structure, C48H57Cl2FeGe2N3PS, with the ωB97M-V functional and the def2-TZVPD basis.

The calculation puts the HOMO energy (alpha / beta) at -8.70 / -9.58 eV. Its orbital gap (alpha / beta) is 6.715 / 6.952 eV. Its spin multiplicity is 5. The energy above the lowest of the compared OMol25 structures with the same formula, charge and spin is 213.9 kJ/mol. The net charge is +1.

XYZ file:
```
115
Properties=species:S:1:pos:R:3:forces:R:3:mulliken_charge:R:1
Fe -0.0555 0.3201 0.5534 0.17 0.80 1.15 0.86
Cl -0.9810 0.1825 2.8634 -0.26 -0.01 1.32 -0.13
C -2.6676 -0.1773 2.8729 -0.50 -0.05 -0.29 0.02
C -3.3598 -0.2287 4.0669 0.17 0.05 0.10 -0.68
C -4.7158 -0.5032 4.0408 -0.02 -0.01 0.01 -0.70
C -5.3559 -0.7218 2.8308 -0.07 -0.03 -0.02 -0.52
C -4.6438 -0.6702 1.6451 0.21 0.04 0.20 -0.23
Cl -5.4701 -0.9467 0.1561 -0.14 -0.03 -0.10 -0.22
C -3.2703 -0.3897 1.6296 0.19 0.06 0.20 0.24
S -2.3844 -0.2424 0.1436 -0.28 0.04 -0.45 0.21
H -2.8396 -0.0519 4.9991 -0.02 -0.01 0.00 0.52
H -5.2754 -0.5494 4.9647 0.00 0.00 -0.01 0.40
H -6.4155 -0.9361 2.8002 0.01 0.00 -0.02 0.48
C 4.1630 0.8670 -2.7968 -0.10 0.00 0.01 -1.46
C 2.6653 0.9867 -2.5155 -0.34 0.17 0.37 -0.37
Ge 2.1370 0.5982 -0.5816 1.62 -0.16 -0.99 1.31
C 3.7014 1.6041 0.2557 -0.33 -0.14 0.07 -0.80
C 4.9054 0.7390 0.6313 -0.09 0.17 -0.07 -1.54
C 2.6975 -1.3058 -0.5789 -0.10 0.03 0.04 -1.65
C 1.8782 -2.3663 -0.6239 -0.23 0.11 0.05 0.44
Ge -0.1106 -1.9427 -0.4650 0.09 -2.13 -1.42 2.23
C -0.3020 -2.5724 1.5206 -0.04 0.58 -0.17 -0.57
C 0.0401 -4.0435 1.7041 0.04 0.02 -0.23 -1.21
C -1.6313 -3.1262 -1.1697 0.36 -0.20 0.15 -0.87
C -1.5004 -4.5629 -1.6792 -0.15 0.12 0.10 -1.49
C 2.4315 -3.7398 -0.5499 0.20 -0.16 -0.09 -0.33
C 3.5845 -4.0052 0.1990 -0.09 0.00 -0.06 -0.40
C 4.0958 -5.2887 0.2969 0.03 0.05 0.03 -0.92
C 3.4658 -6.3480 -0.3414 0.01 -0.03 0.01 -0.57
C 2.3258 -6.1041 -1.0914 -0.04 -0.06 -0.03 -1.30
C 1.8211 -4.8174 -1.1903 0.04 0.14 0.03 1.02
H 4.3506 0.9817 -3.8679 0.07 -0.02 0.02 0.38
H 4.5484 -0.1095 -2.4949 0.03 0.01 -0.03 0.25
H 4.7489 1.6319 -2.2865 0.02 -0.05 -0.01 0.37
H 2.1451 0.2709 -3.1410 -0.20 -0.07 -0.11 -0.07
H 2.3074 1.9779 -2.8091 -0.01 -0.02 -0.04 0.33
H 3.3789 2.1895 1.1163 0.00 0.01 0.04 0.60
H 4.0175 2.3304 -0.4967 -0.06 0.03 0.04 0.72
H 4.6286 -0.0689 1.3064 0.02 -0.09 0.04 0.23
H 5.6705 1.3397 1.1296 0.04 -0.05 -0.01 0.39
H 5.3536 0.2995 -0.2610 0.04 -0.06 0.07 0.32
H 3.7743 -1.4824 -0.5734 0.01 -0.13 0.01 0.74
H -1.3493 -2.3953 1.7657 0.02 0.10 0.00 0.17
H 0.3149 -1.9684 2.1792 -0.07 -0.05 0.02 0.40
H -0.5606 -4.6879 1.0618 0.01 -0.03 0.02 0.18
H -0.1712 -4.3236 2.7395 -0.03 0.00 -0.01 0.50
H 1.0894 -4.2564 1.5130 0.00 -0.03 0.01 0.31
H -2.1419 -2.5118 -1.9127 0.01 0.09 0.13 0.72
H -2.3054 -3.1476 -0.3122 -0.03 0.01 0.01 0.75
H -0.8467 -4.6626 -2.5526 -0.11 -0.11 0.23 0.15
H -2.4823 -4.9421 -1.9730 0.01 -0.05 -0.02 0.30
H -1.1083 -5.2277 -0.9116 0.05 -0.07 -0.10 0.31
H 4.0666 -3.1948 0.7310 0.01 0.00 0.01 0.39
H 4.9876 -5.4594 0.8869 -0.02 -0.04 0.01 0.45
H 3.8486 -7.3546 -0.2390 0.02 0.01 -0.03 0.40
H 1.8192 -6.9221 -1.5894 0.01 -0.01 0.01 0.42
H 0.9128 -4.6388 -1.7493 0.10 -0.12 0.08 0.42
N 0.7929 2.8562 2.2692 0.21 -0.14 -0.20 0.12
P -0.2061 2.6180 0.9073 -0.48 1.49 0.59 2.33
C 0.2053 4.0515 -0.1424 0.02 -0.16 -0.17 0.39
C -0.6021 5.1868 -0.2021 0.03 -0.01 0.05 -0.72
C -0.2683 6.2330 -1.0494 -0.02 0.07 -0.03 -0.85
C 0.8731 6.1640 -1.8343 0.00 -0.03 0.00 -0.67
C 1.6903 5.0441 -1.7676 0.05 -0.04 -0.01 -0.93
C 1.3529 3.9917 -0.9334 -0.09 0.02 0.04 0.06
C -1.8664 3.0908 1.5101 -0.01 -0.21 0.02 0.17
C -2.9118 3.0467 0.5860 0.11 -0.05 0.07 -0.24
C -4.2219 3.2213 0.9982 0.04 0.03 -0.10 -0.76
C -4.4987 3.4432 2.3402 -0.04 -0.03 0.05 -0.69
C -3.4642 3.5092 3.2609 -0.08 0.06 0.05 -0.63
C -2.1509 3.3315 2.8500 0.09 0.00 -0.11 -0.96
C 1.5986 1.8688 2.8100 0.02 -0.12 0.06 -0.56
C 2.4083 2.1465 3.9157 0.05 0.03 0.00 -0.83
C 3.1792 1.1354 4.4461 -0.06 0.10 -0.08 -0.74
C 3.1305 -0.1324 3.8741 0.07 -0.06 -0.05 -1.22
C 2.3175 -0.3172 2.7790 0.07 -0.02 0.08 -0.44
N 1.5608 0.6536 2.2511 -0.11 0.14 0.33 0.76
H 0.9710 3.7965 2.5876 -0.01 0.02 0.08 0.38
H -1.4893 5.2544 0.4130 0.01 0.04 -0.06 0.45
H -0.9075 7.1049 -1.1003 0.01 0.00 0.03 0.43
H 1.1251 6.9794 -2.4995 0.00 0.01 0.01 0.42
H 2.5871 4.9798 -2.3707 -0.01 0.02 -0.01 0.48
H 1.9820 3.1150 -0.8935 0.05 0.08 -0.03 -0.26
H -2.6885 2.8554 -0.4582 -0.10 -0.02 -0.02 0.33
H -5.0234 3.1780 0.2720 -0.01 -0.03 0.02 0.47
H -5.5240 3.5536 2.6690 0.01 0.04 0.00 0.40
H -3.6826 3.6978 4.3043 0.02 -0.02 0.00 0.42
H -1.3484 3.3656 3.5761 -0.01 -0.05 0.02 0.31
H 2.4135 3.1426 4.3385 0.02 -0.01 0.01 0.55
H 3.8202 1.3334 5.2948 -0.03 -0.01 0.02 0.46
H 3.7230 -0.9486 4.2614 -0.01 -0.01 -0.02 0.53
H 2.2595 -1.2757 2.2762 0.04 0.01 0.01 0.26
C -1.6227 -3.1044 -4.7593 -0.30 0.09 0.09 -0.67
N -0.1860 -3.4521 -4.5804 0.12 0.24 -0.10 0.33
C 0.4804 -3.6560 -5.8893 0.17 -0.09 -0.33 -0.86
C 0.6093 -2.4874 -3.6905 0.08 0.48 0.27 0.45
C 0.0294 -1.1107 -3.4893 -0.11 -0.27 -0.03 0.60
C -0.0752 -0.2405 -4.5809 0.08 -0.06 0.00 -0.17
C -0.5175 1.0568 -4.4213 -0.05 0.04 -0.04 -1.34
C -0.8119 1.5175 -3.1443 0.01 0.00 0.06 -1.22
C -0.6678 0.6632 -2.0670 -0.03 -0.06 0.04 1.42
C -0.2760 -0.6732 -2.1991 -0.02 0.06 0.53 -0.33
H -2.1479 -3.9607 -5.1779 0.12 -0.04 -0.02 0.36
H -1.7143 -2.2525 -5.4232 0.11 0.04 -0.05 0.48
H -2.0537 -2.8422 -3.7986 0.06 -0.04 -0.01 0.21
H -0.1720 -4.3418 -4.0839 0.07 -0.02 -0.08 0.63
H 0.5211 -2.7079 -6.4189 -0.05 0.03 0.05 0.32
H -0.0728 -4.3783 -6.4861 -0.09 0.01 0.09 0.41
H 1.4929 -4.0206 -5.7327 -0.02 0.01 0.09 0.38
H 1.6086 -2.4011 -4.1185 -0.05 -0.19 -0.10 0.65
H 0.7172 -2.9565 -2.7183 -0.03 -0.14 -0.17 -1.98
H 0.2470 -0.5655 -5.5657 -0.05 -0.04 -0.01 0.29
H -0.6070 1.7138 -5.2764 0.04 0.00 0.00 0.43
H -1.1231 2.5440 -2.9882 0.00 -0.01 -0.01 0.53
H -0.8615 1.0522 -1.0562 -0.22 0.21 -1.17 -1.03
```
Positions in Å, forces in eV/Å.


Calculated calculated total energy in order - -63549.4190; -247751.6757 eV
Calculated max |F| in order - 0.43; 2.56 eV/Å